# C7H19GaOP

C7H19GaOP as an isolated structure (the ωB97M-V functional and the def2-TZVPD basis, OMol25).

Structure (ORCA input):
```
! RIJCOSX wB97M-V def2-TZVPD def2/J DEFGRID3
* xyz -1 1
C 3.87624 -1.28386 0.20587
C 2.90978 -0.49187 -0.67792
P 1.54709 0.30240 0.33692
C 1.31866 1.93089 -0.56550
C 1.55198 3.18271 0.30532
Ga -0.42226 -0.87403 -0.34815
C -1.78045 -0.42413 1.10578
C -3.12390 -1.15656 1.09779
C -3.81024 -1.23441 -0.25536
O -3.84526 0.06173 -0.85769
H 4.45883 -0.61060 0.83909
H 3.32805 -1.96136 0.86386
H 4.57697 -1.88019 -0.38934
H 2.48350 -1.15910 -1.43337
H 3.45027 0.29667 -1.20953
H 1.99214 1.94256 -1.42668
H 0.30804 1.94445 -0.98049
H 1.61965 2.91252 1.36054
H 0.74336 3.91024 0.18945
H 2.48108 3.69583 0.04057
H -0.07590 -2.45212 -0.39297
H -0.82151 -0.30709 -1.80375
H -1.26894 -0.68531 2.04063
H -1.93523 0.65899 1.13855
H -2.94980 -2.18602 1.43498
H -3.84261 -0.71424 1.80444
H -4.83761 -1.60026 -0.12036
H -3.28826 -1.94396 -0.90871
H -4.64365 0.12611 -1.39396
*
```

Properties
Kohn-Sham gap: 6.68 eV
LUMO level: 0.125 hartree
E_HOMO: -0.121 Ha